C34H36AlF12GeN2O6S2 | ωB97M-V with the def2-TZVPD basis set

Properties
Highest occupied orbital energy   -4.4 eV
Molecular weight   960.37 u
Maximum force   3.02 eV Å⁻¹
Total charge   -1

Last column: Löwdin charge in e.
Geometry (Å):
1 Al 0.76439 1.20798 0.07843  -0.405
2 F 3.52325 3.97455 2.08814  0.116
3 C 2.31477 4.17706 2.63174  -0.634
4 F 2.48897 4.33213 3.94363  0.132
5 F 1.88459 5.36322 2.14788  0.098
6 S 1.07321 2.83270 2.16809  0.665
7 O 1.54071 2.75272 0.71944  -0.220
8 O -0.18436 3.50644 2.27939  -0.262
9 N 1.57523 1.80389 3.17406  -0.369
10 S 0.86729 0.45184 3.85468  0.964
11 O 1.66521 0.20214 5.05707  -0.466
12 O -0.23726 0.69476 1.40692  -0.352
13 C -0.58665 1.42955 4.69366  -0.691
14 F -0.88351 0.82912 5.86799  0.073
15 F -0.24590 2.68352 5.01173  0.098
16 F -1.74436 1.47299 4.01413  0.097
17 C 1.02473 1.20198 -4.21831  -0.125
18 C 1.86556 2.42869 -3.81073  -0.130
19 C 2.26661 2.08135 -2.38260  -0.143
20 O 1.10437 1.44413 -1.86706  -0.172
21 C 0.58826 0.58316 -2.87616  -0.139
22 H 1.63062 0.49518 -4.78424  0.109
23 H 0.17356 1.48495 -4.83584  0.103
24 H 1.25601 3.33300 -3.81916  0.100
25 H 2.72855 2.57882 -4.45676  0.112
26 H 2.49254 2.92588 -1.73422  0.138
27 H 3.11428 1.39078 -2.37800  0.119
28 H -0.49067 0.53699 -2.73860  0.121
29 H 0.99310 -0.42401 -2.74941  0.118
30 C -0.88788 0.04689 0.20136  -0.269
31 Ge -0.93641 -1.91831 0.50398  1.050
32 C -2.69089 -2.73634 -0.07591  -0.259
33 C -2.78210 -4.12665 -0.02101  -0.112
34 C -3.91483 -4.79449 -0.45449  -0.099
35 C -4.99666 -4.07660 -0.94618  -0.117
36 C -4.93479 -2.69306 -0.98681  -0.111
37 C -3.79114 -2.03300 -0.55468  -0.112
38 C 0.12732 -2.95007 -0.85294  -0.247
39 C 1.17690 -3.84182 -0.65745  -0.127
40 C 1.77800 -4.49904 -1.72560  -0.103
41 C 1.34005 -4.27726 -3.02059  -0.107
42 C 0.28953 -3.39509 -3.24019  -0.098
43 C -0.30386 -2.75301 -2.16650  -0.135
44 C -0.84208 -2.61369 2.35170  -0.266
45 C -0.16952 -3.75874 2.75829  -0.114
46 C -0.17655 -4.15572 4.08803  -0.092
47 C -0.91042 -3.44150 5.02062  -0.095
48 C -1.62950 -2.32684 4.61877  -0.089
49 C -1.57406 -1.90437 3.30052  -0.123
50 H -1.93473 0.37274 0.24433  0.021
51 H -1.93749 -4.68711 0.36555  0.096
52 H -3.95725 -5.87588 -0.41203  0.094
53 H -5.88119 -4.59508 -1.29467  0.090
54 H -5.78366 -2.13150 -1.35824  0.091
55 H -3.75101 -0.94947 -0.59113  0.086
56 H 1.53466 -4.03686 0.34504  0.083
57 H 2.58882 -5.19340 -1.53899  0.099
58 H 1.80835 -4.78734 -3.85407  0.093
59 H -0.06614 -3.20631 -4.24701  0.096
60 H -1.13360 -2.07393 -2.33429  0.098
61 H 0.36194 -4.36114 2.03149  0.080
62 H 0.38335 -5.03209 4.39399  0.096
63 H -0.93727 -3.76049 6.05479  0.096
64 H -2.22257 -1.77982 5.33686  0.100
65 H -2.12335 -1.02218 2.99072  0.103
66 C 3.71303 -1.36515 -0.84560  0.040
67 C 3.39237 -0.43301 0.33132  -0.381
68 O 2.23955 0.24420 0.13168  0.009
69 C 4.56694 0.56682 0.49464  -0.530
70 F 5.76335 -0.07329 0.56761  0.133
71 F 4.65740 1.35827 -0.60001  0.132
72 F 4.49218 1.36242 1.55189  0.176
73 C 3.30341 -1.30226 1.62238  -0.531
74 F 3.53953 -0.64554 2.75013  0.166
75 F 2.09551 -1.87143 1.69330  0.150
76 F 4.19522 -2.33132 1.60030  0.122
77 H 3.83631 -0.77673 -1.75345  0.089
78 H 2.86698 -2.03338 -0.97040  0.072
79 H 4.61612 -1.94183 -0.66444  0.091
80 C -2.27704 5.66736 -0.94077  -0.031
81 C -2.36735 4.32204 -1.67344  -0.573
82 C -3.81169 3.80960 -1.67071  -0.034
83 C -1.84701 4.46445 -3.11385  -0.038
84 C -1.48287 3.36912 -1.00877  -0.028
85 N -0.73599 2.62776 -0.56334  0.312
86 H -2.86408 6.41296 -1.47764  0.087
87 H -1.24265 6.00237 -0.87983  0.094
88 H -2.66062 5.57487 0.07386  0.095
89 H -4.44176 4.51429 -2.21419  0.087
90 H -4.18477 3.72514 -0.65125  0.093
91 H -3.88502 2.83352 -2.14902  0.090
92 H -2.46347 5.17855 -3.66032  0.087
93 H -1.87723 3.50660 -3.63331  0.087
94 H -0.81944 4.82666 -3.10589  0.085

Cartesian forces, eV/Å:
Al -0.38 -1.20 -1.01
F -0.11 -0.24 0.07
C 0.21 0.32 -0.28
F -0.29 -0.22 -0.08
F -0.17 -0.12 -0.01
S 1.77 2.13 1.20
O -0.26 -0.59 0.64
O -0.45 -0.31 0.08
N -0.36 -0.09 -0.73
S -0.30 0.62 0.54
O 0.16 -0.16 -0.08
O -0.32 -0.20 -0.06
C -0.58 0.10 0.42
F 0.23 -0.28 -0.17
F 0.11 -0.10 -0.16
F 0.32 -0.04 -0.26
C 0.11 0.15 0.13
C -0.09 -0.10 0.14
C 0.36 0.27 -0.29
O 0.16 0.28 0.00
C -0.33 -0.40 -0.43
H -0.03 -0.03 0.00
H -0.01 -0.03 0.00
H 0.02 0.02 0.00
H 0.01 0.05 0.00
H 0.02 -0.01 -0.03
H -0.10 -0.03 0.11
H 0.04 -0.01 0.06
H 0.01 0.07 0.13
C 0.32 -0.82 1.18
Ge -0.46 -0.05 -0.52
C 0.26 0.27 0.17
C 0.01 0.05 -0.02
C 0.00 -0.09 0.03
C -0.02 0.01 -0.02
C -0.13 -0.02 -0.05
C 0.14 0.12 0.03
C 0.00 0.17 0.29
C -0.09 -0.05 0.16
C 0.01 -0.13 0.01
C 0.04 0.01 -0.05
C 0.01 0.05 -0.04
C -0.02 0.13 0.07
C 0.14 0.27 -0.36
C 0.10 -0.05 -0.11
C -0.03 -0.14 0.04
C -0.02 -0.07 0.04
C -0.01 0.07 0.02
C -0.12 -0.02 -0.07
H -0.03 0.00 -0.45
H -0.02 -0.11 -0.03
H 0.00 -0.03 0.01
H -0.03 0.00 0.01
H 0.00 0.05 -0.01
H -0.03 0.02 -0.02
H 0.12 0.04 -0.01
H 0.02 0.01 0.00
H 0.00 0.00 0.02
H 0.00 -0.04 0.00
H -0.03 -0.01 -0.12
H 0.09 0.03 0.06
H -0.02 0.00 -0.02
H 0.04 0.01 0.02
H -0.01 0.10 0.07
H 0.04 0.09 0.07
C 0.04 0.09 0.10
C -0.11 0.23 -0.04
O 0.51 -0.34 -0.02
C 0.42 -0.06 -0.15
F -0.11 -0.10 0.12
F -0.12 0.03 0.04
F -0.17 0.11 -0.12
C 0.20 -0.47 -0.25
F -0.26 0.10 0.15
F -0.09 0.10 0.11
F 0.04 0.08 -0.03
H -0.04 0.07 0.01
H -0.04 -0.05 -0.06
H 0.01 -0.04 -0.10
C 0.05 -0.10 0.05
C -0.22 0.35 -0.24
C 0.09 -0.06 0.07
C -0.01 0.00 0.07
C 0.11 -0.22 0.11
N -0.30 0.47 -0.08
H -0.02 0.01 -0.01
H 0.01 0.05 -0.01
H 0.00 0.02 0.04
H 0.00 0.02 -0.01
H -0.02 -0.04 0.02
H 0.00 -0.02 -0.01
H -0.04 0.02 0.01
H 0.01 -0.02 -0.02
H 0.03 0.01 -0.05